[1]
{
  "formula": "C39H54CaN6PS",
  "method": "wB97M-V/def2-TZVPD",
  "homo_energy_ev": [-9.0, -9.0],
  "orbital_gap_ev": [5.5, 5.7],
  "relative_energy_kj_mol": 341.0,
  "total_charge": 1,
  "largest_force_ev_per_a": 0.909,
  "species": ["Ca", "C", "C", "N", "C", "C", "S", "C", "C", "N", "H", "H", "H", "H", "H", "H", "H", "H", "H", "H", "H", "H", "H", "H", "C", "C", "C", "P", "C", "C", "C", "C", "C", "C", "C", "C", "C", "C", "N", "C", "C", "C", "C", "C", "C", "C", "C", "C", "H", "H", "H", "H", "H", "H", "H", "H", "H", "H", "H", "H", "H", "H", "H", "H", "H", "H", "H", "H", "H", "H", "H", "H", "H", "H", "H", "H", "H", "H", "H", "C", "C", "C", "C", "C", "C", "N", "N", "C", "C", "C", "C", "C", "N", "H", "H", "H", "H", "H", "H", "H", "H", "H"],
  "coordinates": [[-0.79, -0.67, -0.65], [-2.49, -0.48, -3.51], [-3.59, -1.16, -2.71], [-3.34, -1.11, -1.26], [-3.85, -2.28, -0.53], [-3.19, -3.59, -0.96], [-1.40, -3.55, -1.24], [-1.28, -3.45, -3.06], [-0.66, -2.18, -3.65], [-1.14, -0.91, -3.10], [-2.54, 0.59, -3.34], [-2.66, -0.66, -4.58], [-3.68, -2.20, -3.00], [-4.55, -0.70, -2.97], [-3.77, -0.28, -0.87], [-4.93, -2.40, -0.63], [-3.64, -2.10, 0.53], [-3.65, -4.00, -1.86], [-3.37, -4.33, -0.18], [-2.28, -3.63, -3.45], [-0.68, -4.29, -3.38], [-0.81, -2.23, -4.74], [0.42, -2.21, -3.48], [-0.48, -0.19, -3.40], [-3.81, 0.57, 2.26], [-3.09, -0.53, 3.04], [-3.25, -0.25, 4.53], [-1.41, -0.77, 2.28], [-0.68, -2.31, 2.97], [0.72, -2.47, 2.36], [-0.60, -2.45, 4.49], [-0.32, 0.59, 2.84], [-0.27, 1.06, 4.15], [0.56, 2.09, 4.55], [0.58, 2.58, 5.97], [1.39, 2.65, 3.58], [1.38, 2.20, 2.27], [0.53, 1.16, 1.86], [0.51, 0.62, 0.60], [1.19, 1.21, -0.46], [0.81, 2.62, -2.66], [-0.30, 2.88, -3.64], [2.07, 2.82, -3.06], [3.33, 2.80, -2.31], [4.40, 3.69, -2.87], [3.57, 2.04, -1.24], [2.69, 1.04, -0.59], [3.38, 0.27, 0.51], [-4.82, 0.72, 2.65], [-3.89, 0.34, 1.20], [-3.27, 1.52, 2.36], [-3.58, -1.49, 2.81], [-2.99, 0.78, 4.76], [-2.65, -0.90, 5.17], [-4.30, -0.39, 4.81], [-1.32, -3.11, 2.57], [1.39, -1.70, 2.74], [0.73, -2.39, 1.27], [1.13, -3.45, 2.62], [-0.11, -1.59, 4.94], [-0.02, -3.34, 4.75], [-1.59, -2.56, 4.94], [-0.90, 0.59, 4.90], [-0.04, 1.95, 6.61], [0.20, 3.60, 6.05], [1.59, 2.57, 6.39], [2.06, 3.45, 3.85], [2.05, 2.66, 1.56], [-0.79, 3.83, -3.43], [-1.08, 2.12, -3.60], [0.10, 2.92, -4.65], [2.19, 3.11, -4.10], [3.99, 4.66, -3.16], [4.84, 3.25, -3.77], [5.19, 3.86, -2.15], [4.55, 2.13, -0.77], [4.26, -0.24, 0.11], [2.72, -0.46, 0.96], [3.71, 0.96, 1.28], [4.54, -3.73, -2.39], [4.70, -2.38, -2.68], [3.72, -1.46, -2.33], [2.57, -1.90, -1.67], [2.40, -3.27, -1.39], [3.39, -4.17, -1.74], [1.52, -1.07, -1.30], [1.76, 0.24, -1.46], [0.40, 2.35, -1.20], [0.56, 3.66, -0.48], [-0.48, 4.30, 0.11], [-1.75, 3.73, 0.07], [-1.92, 2.48, -0.61], [-0.99, 1.83, -1.22], [5.31, -4.43, -2.67], [5.59, -2.04, -3.19], [3.83, -0.42, -2.58], [1.51, -3.60, -0.88], [3.26, -5.22, -1.51], [1.56, 4.08, -0.48], [-0.33, 5.25, 0.61], [-2.60, 4.19, 0.54], [-2.92, 2.05, -0.62]]
}

***

[2]
{
  "formula": "C27H46BrN3OP2Sn",
  "method": "wB97M-V/def2-TZVPD",
  "homo_energy_ev": -12.5,
  "orbital_gap_ev": 5.0,
  "relative_energy_kj_mol": 126.4,
  "total_charge": 2,
  "largest_force_ev_per_a": 2.886,
  "species": ["N", "C", "C", "C", "C", "C", "C", "Sn", "P", "C", "C", "C", "C", "C", "C", "C", "Br", "H", "H", "H", "H", "H", "H", "H", "H", "H", "H", "P", "C", "C", "H", "H", "H", "H", "H", "C", "C", "H", "H", "H", "H", "H", "C", "C", "H", "H", "H", "H", "H", "C", "C", "H", "H", "H", "H", "H", "C", "C", "H", "H", "H", "H", "H", "C", "C", "H", "H", "H", "H", "H", "C", "N", "C", "N", "O", "H", "H", "H", "H", "H", "H"],
  "coordinates": [[-6.47, 4.76, -4.60], [-6.32, 5.23, -3.35], [-5.41, 4.69, -2.42], [-4.62, 3.58, -2.80], [-4.87, 3.02, -4.08], [-5.77, 3.68, -4.94], [-3.59, 3.06, -1.92], [0.63, -0.18, 0.57], [5.01, -0.92, 0.21], [-2.65, 2.14, -2.32], [-1.48, 1.95, -1.46], [-0.21, 1.54, -1.96], [0.95, 1.80, -1.20], [0.78, 2.68, -0.09], [-0.46, 2.72, 0.58], [-1.60, 2.29, -0.10], [2.36, 3.62, 0.52], [-3.51, 3.51, -0.92], [-2.65, 1.63, -3.31], [-5.33, 5.17, -1.44], [-4.39, 2.12, -4.44], [-6.95, 6.08, -3.10], [-5.90, 3.31, -5.96], [-0.08, 1.07, -2.97], [-2.58, 2.41, 0.36], [1.90, 1.40, -1.54], [-0.60, 3.13, 1.58], [-0.26, -2.42, 0.27], [4.38, 0.78, 0.43], [5.63, 1.68, 0.28], [3.92, 0.78, 1.42], [3.60, 0.96, -0.32], [5.48, 2.74, 0.57], [6.47, 1.28, 0.88], [5.97, 1.65, -0.78], [4.32, -1.49, -1.39], [5.29, -2.43, -2.11], [4.14, -0.58, -1.98], [3.37, -1.98, -1.13], [4.96, -2.57, -3.14], [6.31, -2.03, -2.13], [5.33, -3.42, -1.63], [4.14, -1.86, 1.50], [5.02, -2.03, 2.75], [3.92, -2.83, 1.04], [3.22, -1.33, 1.69], [4.50, -2.68, 3.47], [5.98, -2.51, 2.49], [5.23, -1.09, 3.26], [-0.23, -3.43, 1.76], [-1.26, -4.56, 1.72], [-0.35, -2.75, 2.62], [0.79, -3.83, 1.86], [-2.24, -4.23, 2.04], [-1.35, -4.96, 0.71], [-0.94, -5.38, 2.37], [0.59, -3.33, -1.08], [0.34, -2.78, -2.49], [0.21, -4.35, -1.00], [1.66, -3.33, -0.80], [-0.72, -2.88, -2.75], [0.63, -1.73, -2.61], [0.94, -3.39, -3.18], [-1.89, -1.95, -0.36], [-2.83, -1.38, 0.69], [-2.30, -2.84, -0.83], [-1.72, -1.24, -1.18], [-3.75, -1.03, 0.22], [-3.07, -2.15, 1.43], [-2.38, -0.53, 1.21], [-2.77, -0.42, 4.42], [-2.03, 0.83, 4.33], [-0.93, 1.00, 3.58], [-0.08, 2.01, 3.98], [-0.67, 0.26, 2.56], [-2.51, -1.09, 3.59], [-3.85, -0.20, 4.40], [-2.55, -0.90, 5.39], [-2.09, 1.46, 5.12], [0.70, 2.21, 3.37], [-0.47, 2.76, 4.55]]
}

***

[3]
{
  "formula": "F2Sr2",
  "method": "wB97M-V/def2-TZVPD",
  "homo_energy_ev": -16.4,
  "orbital_gap_ev": 6.7,
  "relative_energy_kj_mol": 53.5,
  "total_charge": 2,
  "largest_force_ev_per_a": 3.485,
  "species": ["Sr", "Sr", "F", "F"],
  "coordinates": [[0.09, -1.07, 2.29], [-1.13, 1.24, -1.18], [1.54, 1.00, -0.59], [-0.50, -1.18, -0.52]]
}

***

[4]
{
  "formula": "C28H39BClF9N3O6S2",
  "method": "wB97M-V/def2-TZVPD",
  "homo_energy_ev": -11.1,
  "orbital_gap_ev": 6.9,
  "total_charge": 1,
  "largest_force_ev_per_a": 2.308,
  "species": ["C", "C", "S", "C", "C", "C", "C", "C", "O", "N", "C", "C", "C", "C", "C", "C", "C", "C", "O", "C", "N", "B", "O", "C", "C", "C", "C", "C", "O", "Cl", "C", "S", "O", "O", "C", "F", "F", "C", "F", "F", "C", "F", "F", "C", "F", "F", "F", "H", "H", "H", "H", "H", "H", "H", "H", "H", "H", "H", "H", "H", "H", "H", "H", "H", "H", "H", "H", "H", "H", "H", "H", "H", "H", "H", "H", "H", "H", "H", "H", "H", "H", "H", "H", "C", "C", "N", "H", "H", "H"],
  "coordinates": [[3.62, -0.16, 3.90], [2.31, 0.43, 3.34], [0.85, -0.55, 3.79], [0.14, -1.22, 2.24], [0.52, -0.50, 0.98], [-0.32, 0.54, 0.51], [-1.55, 0.96, 1.26], [-1.43, 2.09, 2.29], [-2.46, 2.54, 2.70], [-0.17, 2.49, 2.76], [0.58, 3.29, 1.74], [-0.34, 3.33, 3.96], [-0.01, 1.16, -0.72], [-0.84, 2.24, -1.31], [-1.97, 1.72, -2.26], [-2.26, 0.22, -2.17], [-3.69, -0.11, -2.66], [-4.33, -1.10, -1.73], [-4.39, -0.50, -0.45], [-5.24, -1.17, 0.46], [1.07, 0.77, -1.45], [1.27, 1.51, -2.81], [0.56, 1.01, -3.85], [2.19, 2.74, -2.99], [2.42, 3.68, -1.78], [1.90, -0.20, -1.04], [3.04, -0.49, -1.97], [4.20, 0.48, -1.88], [4.90, 0.70, -2.77], [4.43, 1.29, -0.34], [1.66, -0.86, 0.19], [2.77, -2.19, 0.69], [2.59, -2.58, 2.04], [4.10, -1.85, 0.29], [2.16, -3.64, -0.33], [1.51, -3.17, -1.41], [1.26, -4.26, 0.44], [3.26, -4.69, -0.69], [2.65, -5.87, -0.86], [4.08, -4.76, 0.36], [4.05, -4.41, -1.98], [4.73, -3.26, -1.87], [3.19, -4.26, -3.00], [5.07, -5.56, -2.36], [4.51, -6.34, -3.27], [5.37, -6.30, -1.31], [6.16, -5.03, -2.86], [4.41, -0.12, 3.16], [3.45, -1.19, 4.20], [3.90, 0.39, 4.79], [2.37, 0.63, 2.28], [2.13, 1.39, 3.81], [-0.93, -1.19, 2.37], [0.40, -2.26, 2.15], [-2.02, 0.11, 1.73], [-2.29, 1.33, 0.56], [1.15, 2.62, 1.11], [1.26, 3.93, 2.27], [-0.10, 3.88, 1.13], [-0.79, 4.29, 3.72], [-0.92, 2.82, 4.71], [0.64, 3.53, 4.37], [-1.33, 2.81, -0.53], [-0.22, 2.98, -1.82], [-1.75, 2.01, -3.28], [-2.88, 2.24, -1.99], [-2.20, -0.14, -1.15], [-1.56, -0.30, -2.83], [-3.65, -0.51, -3.67], [-4.31, 0.78, -2.65], [-3.77, -2.04, -1.69], [-5.34, -1.31, -2.08], [-5.76, -2.00, 0.01], [-6.00, -0.49, 0.84], [-4.68, -1.54, 1.31], [0.72, 0.07, -4.01], [1.77, 3.30, -3.82], [3.16, 2.41, -3.36], [1.83, 3.38, -0.92], [2.15, 4.69, -2.06], [3.47, 3.73, -1.50], [3.48, -1.45, -1.76], [2.73, -0.56, -3.00], [-8.92, 1.04, 2.78], [-8.48, -0.27, 2.31], [-8.13, -1.30, 1.95], [-8.11, 1.55, 3.30], [-9.24, 1.66, 1.94], [-9.76, 0.94, 3.46]]
}

***

[5]
{
  "formula": "C5H7NO",
  "method": "wB97M-V/def2-TZVPD",
  "homo_energy_ev": -9.1,
  "orbital_gap_ev": 9.8,
  "relative_energy_kj_mol": 394.2,
  "largest_force_ev_per_a": 0.668,
  "species": ["O", "C", "C", "C", "C", "C", "N", "H", "H", "H", "H", "H", "H", "H"],
  "coordinates": [[1.41, -1.52, -0.21], [2.14, -0.30, -0.06], [1.23, 0.80, 0.29], [0.10, 1.23, 0.38], [-1.34, 1.14, 0.40], [-1.64, -0.30, 0.15], [-1.99, 0.32, 1.42], [1.25, -1.89, 0.66], [2.94, -0.43, 0.68], [2.59, -0.11, -1.04], [-1.95, 1.94, -0.01], [-0.75, -0.93, 0.06], [-2.46, -0.56, -0.51], [-1.32, 0.08, 2.15]]
}

***

[6]
{
  "formula": "C28H29N2O4S2Se2V",
  "method": "wB97M-V/def2-TZVPD",
  "homo_energy_ev": [-13.7, -13.8],
  "orbital_gap_ev": [8.1, 8.1],
  "relative_energy_kj_mol": 257.9,
  "multiplicity": 3,
  "total_charge": 2,
  "largest_force_ev_per_a": 3.570,
  "species": ["V", "Se", "Se", "C", "C", "C", "C", "C", "N", "C", "C", "C", "C", "C", "N", "H", "H", "H", "H", "H", "H", "H", "H", "O", "S", "C", "C", "C", "C", "S", "O", "C", "C", "C", "C", "C", "C", "C", "C", "C", "C", "C", "C", "H", "H", "H", "H", "H", "H", "H", "H", "H", "H", "H", "H", "H", "H", "H", "H", "H", "H", "C", "O", "C", "O", "H", "H", "H"],
  "coordinates": [[-0.68, 1.48, -0.43], [-3.08, -1.08, -2.26], [-0.82, -0.79, -2.55], [-0.74, 1.01, -3.26], [-0.75, 1.23, -4.62], [-0.73, 2.55, -5.07], [-0.69, 3.57, -4.14], [-0.66, 3.25, -2.79], [-0.68, 1.99, -2.36], [-3.31, -1.23, -0.33], [-3.91, -2.38, 0.17], [-4.21, -2.43, 1.52], [-3.91, -1.33, 2.32], [-3.31, -0.23, 1.72], [-3.00, -0.19, 0.43], [-0.79, 0.40, -5.31], [-0.74, 2.76, -6.13], [-0.70, 4.61, -4.45], [-0.61, 4.03, -2.03], [-4.15, -3.19, -0.50], [-4.67, -3.31, 1.94], [-4.16, -1.32, 3.36], [-3.08, 0.66, 2.29], [-0.43, 0.87, 1.51], [-0.47, 0.06, 2.77], [1.28, 0.12, 3.37], [2.33, -0.01, 2.28], [3.07, 1.29, 1.96], [2.33, 2.21, 1.00], [2.19, 1.64, -0.75], [0.95, 0.75, -0.80], [3.50, 0.41, -0.86], [3.17, -0.93, -0.98], [4.17, -1.87, -1.10], [5.50, -1.47, -1.12], [5.82, -0.12, -1.03], [4.82, 0.83, -0.90], [-0.44, -1.67, 2.23], [-0.60, -2.68, 3.17], [-0.57, -4.00, 2.75], [-0.41, -4.30, 1.41], [-0.27, -3.29, 0.47], [-0.29, -1.97, 0.89], [1.36, -0.67, 4.11], [1.35, 1.08, 3.89], [1.86, -0.40, 1.36], [3.07, -0.75, 2.59], [4.04, 1.04, 1.53], [3.27, 1.84, 2.89], [2.85, 3.17, 0.92], [1.30, 2.39, 1.31], [2.13, -1.23, -0.99], [3.92, -2.92, -1.19], [6.28, -2.20, -1.21], [6.86, 0.19, -1.06], [5.07, 1.88, -0.84], [-0.73, -2.44, 4.22], [-0.67, -4.80, 3.47], [-0.39, -5.33, 1.09], [-0.14, -3.53, -0.58], [-0.19, -1.15, 0.18], [-4.63, 2.74, -0.97], [-3.61, 1.78, -1.30], [-2.51, 1.80, -0.63], [-2.05, 2.65, 0.11], [-5.33, 2.30, -0.27], [-5.14, 2.99, -1.90], [-4.19, 3.64, -0.53]]
}

***

[7]
{
  "formula": "C46H47ClN11O4PbSSe",
  "method": "wB97M-V/def2-TZVPD",
  "homo_energy_ev": -9.4,
  "orbital_gap_ev": 6.5,
  "relative_energy_kj_mol": 119.6,
  "total_charge": 1,
  "largest_force_ev_per_a": 1.657,
  "species": ["Pb", "N", "C", "N", "C", "N", "N", "C", "C", "C", "C", "C", "C", "N", "C", "C", "C", "C", "C", "C", "H", "H", "H", "H", "H", "H", "H", "H", "H", "H", "H", "O", "C", "O", "C", "C", "Cl", "N", "N", "C", "C", "O", "O", "C", "C", "C", "C", "C", "C", "H", "H", "H", "H", "H", "H", "C", "C", "C", "C", "N", "C", "Se", "N", "C", "C", "C", "C", "C", "C", "C", "C", "C", "C", "H", "H", "H", "H", "H", "H", "H", "H", "H", "H", "H", "H", "H", "H", "H", "H", "H", "H", "H", "H", "H", "H", "C", "C", "C", "C", "N", "C", "S", "N", "C", "H", "H", "H", "H", "H", "H", "H", "H"],
  "coordinates": [[0.05, -0.27, 0.02], [2.58, -4.39, 0.30], [1.63, -3.46, 0.54], [1.85, -2.19, 0.54], [3.10, -1.70, 0.23], [3.39, -0.46, 0.40], [2.38, 0.35, 0.76], [2.59, 1.41, 1.44], [1.47, 2.25, 1.81], [1.66, 3.58, 2.21], [0.57, 4.34, 2.57], [-0.68, 3.74, 2.59], [-0.78, 2.41, 2.21], [0.25, 1.69, 1.80], [4.11, -2.63, -0.25], [5.33, -2.22, -0.79], [6.25, -3.15, -1.20], [5.99, -4.51, -1.06], [4.79, -4.94, -0.54], [3.83, -4.00, -0.15], [2.36, -5.37, 0.36], [0.63, -3.82, 0.76], [3.58, 1.68, 1.80], [2.65, 4.00, 2.21], [0.68, 5.37, 2.85], [-1.56, 4.29, 2.90], [-1.73, 1.90, 2.27], [5.51, -1.16, -0.87], [7.19, -2.84, -1.62], [6.73, -5.24, -1.36], [4.57, -6.00, -0.44], [-3.92, 4.55, -1.15], [-4.57, 3.73, -0.36], [-5.68, 3.96, 0.04], [-3.89, 2.46, 0.07], [-4.42, 1.59, 1.01], [-5.84, 1.77, 1.91], [-3.56, 0.54, 1.15], [-2.51, 0.70, 0.34], [-2.67, 1.85, -0.31], [-1.58, 2.37, -1.21], [-1.76, 3.39, -1.86], [-0.51, 1.71, -1.19], [-3.64, -0.56, 2.04], [-2.48, -1.03, 2.65], [-2.54, -2.12, 3.50], [-3.75, -2.75, 3.75], [-4.90, -2.28, 3.15], [-4.86, -1.19, 2.29], [-3.03, 4.18, -1.48], [-1.54, -0.52, 2.48], [-1.63, -2.47, 3.98], [-3.80, -3.59, 4.43], [-5.85, -2.75, 3.35], [-5.77, -0.84, 1.83], [-4.63, -4.83, -0.40], [-5.01, -4.12, -1.69], [-5.63, -2.74, -1.46], [-4.64, -1.70, -0.93], [-3.74, -1.22, -1.95], [-2.47, -1.63, -2.16], [-1.48, -2.64, -0.99], [-2.01, -1.10, -3.30], [-0.79, -1.43, -3.98], [-1.05, -2.42, -5.12], [-1.50, -3.79, -4.62], [-0.35, -4.67, -4.14], [-3.00, -0.29, -3.84], [-3.04, 0.47, -4.99], [-4.20, 1.18, -5.24], [-5.29, 1.12, -4.36], [-5.26, 0.35, -3.21], [-4.10, -0.36, -2.96], [-4.30, -5.84, -0.62], [-5.49, -4.89, 0.26], [-3.82, -4.32, 0.11], [-5.73, -4.73, -2.23], [-4.11, -4.02, -2.32], [-6.43, -2.84, -0.73], [-6.06, -2.38, -2.40], [-4.04, -2.12, -0.12], [-5.19, -0.83, -0.56], [-0.09, -1.85, -3.26], [-0.36, -0.50, -4.37], [-0.13, -2.52, -5.69], [-1.81, -2.00, -5.78], [-2.02, -4.30, -5.43], [-2.21, -3.67, -3.80], [0.40, -4.78, -4.92], [-0.72, -5.66, -3.88], [0.12, -4.23, -3.26], [-2.19, 0.53, -5.66], [-4.27, 1.79, -6.12], [-6.17, 1.68, -4.59], [-6.10, 0.32, -2.54], [4.73, 0.32, -6.01], [4.03, -0.47, -4.97], [4.14, -1.83, -4.83], [3.39, -2.47, -3.81], [2.61, -1.80, -3.00], [2.49, -0.48, -3.12], [1.44, 0.50, -2.25], [3.21, 0.17, -4.11], [3.43, -3.94, -3.67], [5.27, -0.34, -6.69], [5.45, 1.00, -5.55], [4.03, 0.92, -6.58], [4.77, -2.40, -5.48], [3.06, 1.17, -4.18], [4.15, -4.38, -4.35], [2.44, -4.35, -3.89], [3.67, -4.22, -2.65]]
}